Formula: C3H10O3S
Source: OMol25
Level of theory: ωB97M-V/def2-TZVPD

Geometry as XYZ:
```
17
Properties=species:S:1:pos:R:3:forces:R:3
O -0.652 -1.831 2.033 2.448 0.488 -0.071
C 0.453 -1.301 1.808 -4.416 -0.633 -0.104
C 0.405 0.241 1.850 -0.438 -1.635 -0.998
C 1.437 0.924 0.976 1.659 -0.379 0.743
S 1.452 0.399 -0.821 0.250 0.910 0.994
H 1.219 -1.999 1.460 0.855 0.558 0.176
H 0.289 0.424 2.914 0.930 0.790 0.261
H -0.622 0.448 1.508 0.392 -0.041 -0.220
H 1.328 1.986 1.048 -0.225 0.653 -0.323
H 2.467 0.729 1.375 -0.847 0.000 -0.384
H 0.588 -0.564 -0.638 -0.630 -0.740 -0.072
H 0.060 -3.484 -2.445 0.138 1.104 -2.971
H 0.112 -4.889 -1.800 0.332 -3.543 -1.151
O 0.041 -3.999 -1.698 -0.452 2.469 4.120
H -3.329 4.878 -2.773 0.194 0.047 -0.051
H -2.760 3.615 -2.163 0.297 0.372 -0.247
O -2.489 4.423 -2.634 -0.487 -0.421 0.299
```
Forces are in eV/Å.

Its multiplicity is 1. Its SMILES is O=CCCS.O.O. The value obtained for the HOMO-LUMO gap is 9.975 eV. The value obtained for the energy is -20249.3113 eV. The calculation puts the energy above the lowest of the compared OMol25 structures with the same formula, charge and spin at 33.56 kcal/mol.

Results of the Mulliken charge analysis, in e, for atoms 1 through 6: -0.5013 -0.1148 -0.5883 -0.5765 -0.1770 0.4242